(1)
19
Properties=species:S:1:pos:R:3:forces:R:3 method="wB97M-V/def2-TZVPD" homo_energy_ev=-8.151 smiles="C=C1CN[C@@H]2C[C@@]12C" e_lumo_ev=1.0 homo_lumo_gap_ha=0.3377 max_force_ev_per_a=9.6 e_above_lowest_kj_mol=884.9
C -0.823 -1.262 -0.678 3.8 -2.3 -8.5
C 0.335 0.541 0.401 -0.6 0.4 -1.5
C 1.579 -0.161 0.977 1.1 2.8 -1.5
H 0.706 -0.734 -2.456 -1.1 -0.7 0.4
C -2.023 -0.634 1.048 -1.5 -3.0 2.2
C 0.806 1.914 0.024 -3.7 2.4 -1.8
H -2.150 -0.043 1.862 -0.8 1.7 2.5
H 2.596 0.296 0.536 -2.4 -0.4 0.9
H 1.757 2.620 0.216 -2.0 -2.5 -0.1
H -1.726 -1.342 -1.273 -0.2 0.3 -0.4
H -2.597 -1.717 1.218 1.2 3.1 -1.5
C -0.945 -0.410 0.350 0.4 3.2 5.1
N 0.388 -0.593 -1.496 0.9 0.4 -0.8
H 1.739 -1.175 0.675 -0.6 -1.0 1.1
H -0.197 2.623 -0.148 3.0 -1.3 0.6
H -0.612 1.186 -1.418 -2.4 1.3 -0.8
H 1.355 0.348 1.946 1.4 -2.0 0.5
H -0.479 -2.256 -0.625 0.4 -1.4 1.1
C 0.292 0.800 -1.158 3.1 -0.9 2.6

=====

(2)
13
Properties=species:S:1:pos:R:3:forces:R:3 method="wB97M-V/def2-TZVPD" homo_energy_ev=-14.771 smiles=BCC[NH3+] total_charge=+1 e_lumo_ev=-3.9 homo_lumo_gap_ha=0.3985 max_force_ev_per_a=5.4 e_above_lowest_kj_mol=143.7
H 0.907 0.441 -0.965 0.6 0.0 0.1
H -2.789 -0.020 -1.218 -1.1 0.0 -0.6
C 0.565 0.382 0.063 -0.4 -0.8 -1.5
H 1.627 -1.411 0.666 0.4 1.6 0.5
H 2.269 0.159 1.151 4.0 1.2 -0.6
H 1.118 -0.257 1.899 -0.1 -1.4 -1.6
H 0.592 1.316 0.519 0.0 2.0 0.4
H -1.133 0.894 -2.209 0.4 0.6 -1.2
N 1.522 -0.383 0.905 -3.7 -2.2 2.5
C -0.818 -0.152 0.057 -0.6 -1.3 -5.2
H -1.290 -0.109 0.992 -1.0 -0.3 1.1
B -1.735 0.392 -1.393 1.5 -1.4 4.4
H -0.834 -1.252 -0.468 0.1 2.0 1.6